Entry 1:
DFT (ωB97M-V with the def2-TZVPD basis set) results for 2 unconnected molecules or ions with the total composition C25H14Cl3F3N3O6PS in a non-equilibrium geometry.

Frontier orbital gap, Ha: 0.229
HOMO energy, eV: -8.68

```
! RIJCOSX wB97M-V def2-TZVPD def2/J DEFGRID3
* xyz 0 1
Cl -4.907 -2.472 4.125
C -3.563 -1.774 3.293
C -3.771 -1.006 2.160
C -2.691 -0.461 1.490
C -1.412 -0.679 1.955
P -0.064 0.121 1.064
C -0.057 1.700 1.947
C 0.820 2.670 1.504
C 0.906 3.880 2.168
C 0.104 4.119 3.272
Cl 0.169 5.650 4.075
C -0.766 3.139 3.719
C -0.846 1.932 3.055
C 1.318 -0.654 1.933
C 1.725 -1.895 1.487
C 2.750 -2.558 2.134
C 3.362 -1.979 3.232
Cl 4.669 -2.787 4.025
C 2.936 -0.742 3.689
C 1.916 -0.081 3.036
C -1.202 -1.440 3.089
C -2.275 -1.985 3.758
H -4.777 -0.840 1.816
H -2.841 0.142 0.607
H 1.440 2.473 0.644
H 1.592 4.644 1.843
H -1.373 3.332 4.585
H -1.521 1.170 3.406
H 1.219 -2.345 0.648
H 3.079 -3.527 1.800
H 3.405 -0.311 4.554
H 1.583 0.878 3.396
H -0.201 -1.602 3.452
H -2.127 -2.578 4.644
O -2.760 -3.015 -1.311
S -1.356 -2.793 -1.801
O -0.167 -2.859 -0.879
C -1.081 -3.373 -3.538
F -1.062 -4.710 -3.552
F -2.085 -2.891 -4.278
F 0.087 -2.863 -3.939
C -1.356 -1.058 -2.275
C -0.160 -0.400 -2.270
C -0.172 0.944 -2.641
N 0.763 1.950 -2.731
O 1.974 1.766 -2.456
O 0.242 3.124 -3.134
N -1.043 2.894 -3.296
C -1.332 1.605 -3.013
C -2.562 0.897 -3.012
N -3.814 1.512 -3.390
O -3.824 2.698 -3.748
O -4.849 0.829 -3.338
C -2.545 -0.424 -2.637
H 0.754 -0.883 -1.951
H -3.470 -0.990 -2.621
*
```

Entry 2:
DFT (ωB97M-V with the def2-TZVPD basis set) results for a molecular structure, C21H29F2SiSn in a non-equilibrium geometry.

Frontier orbital gap, Ha: 0.111
HOMO energy, eV: -0.73

```
! RIJCOSX wB97M-V def2-TZVPD def2/J DEFGRID3
* xyz -1 1
C 1.302 -2.131 4.423
Si 1.907 -0.607 3.570
C 3.725 -0.771 3.043
H 0.289 -1.384 -0.392
C 1.344 1.026 4.210
Sn -0.106 1.719 2.591
C -0.890 3.624 3.323
C 0.674 2.238 0.687
C -1.858 0.553 2.364
H 1.694 -2.166 5.462
H 0.206 -2.104 4.430
H 1.656 -3.014 3.871
H 4.396 -0.583 3.896
H 3.927 -1.783 2.651
H 3.923 -0.038 2.239
H 0.771 0.919 5.142
H 2.171 1.750 4.235
H -1.645 4.004 2.607
H -1.361 3.454 4.311
H -0.064 4.355 3.428
H -0.121 2.620 0.037
H 1.432 3.014 0.844
H 1.129 1.361 0.206
H -2.535 1.004 1.637
H -1.599 -0.447 2.019
H -2.383 0.478 3.320
F 2.151 -3.340 -5.111
C 1.753 -3.611 -3.822
C 2.246 -4.737 -3.168
C 1.946 -4.862 -1.801
C 1.104 -3.934 -1.141
C 0.594 -2.818 -1.858
C -0.332 -1.795 -1.191
C -0.887 -0.666 -2.043
C -1.808 0.238 -1.569
C -2.137 1.426 -2.370
C -1.599 1.704 -3.659
C -2.087 2.805 -4.376
F -1.728 2.888 -5.695
C -3.012 3.731 -3.908
C -3.359 3.567 -2.574
C -2.929 2.470 -1.839
C 0.968 -2.620 -3.192
H 2.918 -5.423 -3.701
H 2.438 -5.666 -1.262
H 0.813 -4.093 -0.083
H -1.159 -2.322 -0.671
H -0.634 -0.740 -3.138
H -2.391 0.122 -0.601
H -0.854 1.069 -4.143
H -3.421 4.503 -4.550
H -4.037 4.295 -2.149
H -3.226 2.419 -0.799
H 0.685 -1.701 -3.737
*
```

Entry 3:
DFT (ωB97M-V with the def2-TZVPD basis set) results for C23H20ClN3O3S in the gas phase.

Relative energy (zero: lowest compared OMol25 entry of this formula, charge and spin), kJ/mol: 71.4
Frontier orbital gap, Ha: 0.328
Structure (SMILES): Cc1ccc(N2C(=O)[C@H]3[C@@H](C2=O)[C@]2(CNC(=S)Nc4cccc(Cl)c4)C=C[C@H]3O2)cc1
HOMO energy, eV: -8.49

```
! RIJCOSX wB97M-V def2-TZVPD def2/J DEFGRID3
* xyz 0 1
C 7.625 2.631 -0.207
C 6.428 1.749 -0.028
C 5.993 1.408 1.248
C 4.888 0.600 1.433
C 4.194 0.129 0.327
C 4.607 0.464 -0.954
C 5.721 1.266 -1.122
H 6.043 1.520 -2.121
H 4.066 0.094 -1.810
N 3.059 -0.710 0.508
C 2.048 -0.428 1.408
O 2.008 0.537 2.124
C 1.005 -1.523 1.302
H 0.786 -1.952 2.278
C 1.546 -2.476 0.238
C 2.868 -1.882 -0.201
O 3.619 -2.333 -1.023
H 1.660 -3.519 0.527
C 0.478 -2.300 -0.893
C -0.753 -3.003 -0.362
C -1.228 -2.200 0.578
H -2.061 -2.315 1.243
C -0.297 -0.997 0.598
C -0.878 0.318 1.092
N -1.967 0.735 0.245
C -3.268 0.440 0.501
S -3.731 -0.163 1.965
N -4.105 0.720 -0.538
C -5.490 0.657 -0.674
C -6.372 0.442 0.381
C -7.733 0.407 0.129
C -8.246 0.586 -1.145
C -7.362 0.809 -2.188
C -6.002 0.847 -1.960
H -5.324 1.023 -2.784
H -7.741 0.955 -3.188
H -9.309 0.554 -1.315
Cl -8.812 0.139 1.448
H -6.007 0.300 1.383
H -3.642 1.006 -1.393
H -1.693 0.919 -0.711
H -0.112 1.096 1.090
H -1.260 0.189 2.108
O 0.136 -0.934 -0.763
H -1.082 -3.972 -0.677
H 0.823 -2.538 -1.895
H 4.562 0.340 2.427
H 6.531 1.776 2.109
H 7.377 3.657 0.067
H 7.964 2.625 -1.239
H 8.441 2.304 0.435
*
```

Entry 4:
DFT (ωB97M-V with the def2-TZVPD basis set) results for 2 unconnected molecules or ions with the total composition CH3N2O4 in a non-equilibrium geometry.

Relative energy (zero: lowest compared OMol25 entry of this formula, charge and spin), kJ/mol: 344.8
Frontier orbital gap (alpha / beta), Ha: 0.267 / 0.267
HOMO energy (alpha / beta), eV: -3.05 / -3.05

```
! RIJCOSX wB97M-V def2-TZVPD def2/J DEFGRID3
* xyz -1 1
C 2.056 0.151 -0.644
N -1.196 -0.366 1.034
N -1.600 -0.048 -0.186
O -0.802 -0.071 -1.158
O -2.782 0.442 -0.149
O 2.941 0.923 -0.326
O 0.000 -0.756 1.226
H 1.819 -0.784 -0.117
H 1.354 0.468 -1.479
H -1.789 0.040 1.799
*
```

Entry 5:
DFT (ωB97M-V with the def2-TZVPD basis set) results for 2 unconnected molecules or ions with the total composition CH6O2 in a non-equilibrium geometry.

Relative energy (zero: lowest compared OMol25 entry of this formula, charge and spin), kJ/mol: 87.6
Frontier orbital gap, Ha: 0.376
Structure (SMILES): CO.O
HOMO energy, eV: -9.68

```
! RIJCOSX wB97M-V def2-TZVPD def2/J DEFGRID3
* xyz 0 1
C -0.522 -1.549 0.285
H -0.485 0.486 -0.154
H -1.435 -2.195 0.313
H -0.080 -1.632 -0.745
H 0.154 -2.113 1.174
H 0.863 2.852 -1.168
H 1.385 2.333 0.236
O -0.819 -0.178 0.611
O 0.940 1.997 -0.552
*
```

Entry 6:
DFT (ωB97M-V with the def2-TZVPD basis set) results for 8 unconnected molecules or ions with the total composition C26H63NO12 in a non-equilibrium geometry.

Relative energy (zero: lowest compared OMol25 entry of this formula, charge and spin), kJ/mol: 828.1
Frontier orbital gap, Ha: 0.315
Structure (SMILES): C=CC(=O)OCCCCCCOC(=O)OCCN.CCO.CCO.CCO.CCO.CCO.CCO.CCO
HOMO energy, eV: -9.02

```
! RIJCOSX wB97M-V def2-TZVPD def2/J DEFGRID3
* xyz 0 1
C 4.427 -1.518 3.827
C 4.541 -0.371 4.807
C 4.680 1.214 4.309
O 5.560 1.991 4.960
O 3.892 1.726 3.168
C 3.021 2.822 3.626
C 2.103 3.496 2.419
C 0.597 2.840 2.544
C -0.583 3.900 2.947
C -0.916 4.009 4.547
C -0.989 2.580 5.347
O -2.166 2.435 6.229
C -2.216 0.977 6.515
O -1.188 0.464 7.205
O -3.306 0.069 6.120
C -3.628 0.177 4.688
C -3.071 -1.082 3.770
N -4.005 -2.267 4.080
H 5.170 -2.443 3.907
H 3.615 -1.460 2.961
H 4.525 -0.663 5.942
H 3.724 3.646 4.108
H 2.352 2.405 4.519
H 2.542 3.190 1.354
H 2.116 4.665 2.463
H 0.670 1.886 3.218
H 0.329 2.444 1.450
H -1.544 3.704 2.266
H -0.196 4.978 2.613
H -2.007 4.487 4.627
H -0.202 4.778 5.086
H -0.958 1.627 4.657
H -0.035 2.550 6.064
H -3.321 1.223 4.222
H -4.816 0.133 4.592
H -3.110 -0.872 2.613
H -1.982 -1.418 4.039
H -4.314 -2.738 3.194
H -3.492 -2.938 4.711
C 1.581 2.789 -2.950
C 1.173 3.807 -1.906
O 2.138 3.848 -0.865
H 1.678 1.795 -2.501
H 0.845 2.742 -3.758
H 2.557 3.042 -3.377
H 0.208 3.539 -1.466
H 1.087 4.806 -2.344
H 2.989 4.095 -1.264
C -0.337 -1.662 -2.611
C -0.559 -1.056 -3.982
O 0.614 -0.377 -4.408
H -0.080 -0.884 -1.885
H -1.233 -2.185 -2.267
H 0.499 -2.368 -2.630
H -1.380 -0.335 -3.954
H -0.803 -1.829 -4.717
H 1.335 -1.029 -4.438
C -8.853 1.601 2.975
C -7.636 0.747 3.266
O -6.452 1.495 3.033
H -8.838 1.951 1.937
H -9.775 1.038 3.145
H -8.862 2.492 3.611
H -7.620 -0.131 2.613
H -7.637 0.404 4.305
H -6.472 2.267 3.624
C -0.196 -5.554 -3.561
C -0.417 -4.949 -4.932
O 0.755 -4.269 -5.357
H 0.061 -4.776 -2.834
H -1.092 -6.077 -3.216
H 0.640 -6.260 -3.580
H -1.239 -4.227 -4.903
H -0.662 -5.721 -5.667
H 1.477 -4.921 -5.387
C 5.280 -1.147 -4.300
C 4.554 -2.446 -4.021
O 3.313 -2.466 -4.709
H 4.673 -0.292 -3.985
H 6.238 -1.114 -3.772
H 5.464 -1.028 -5.372
H 4.353 -2.550 -2.950
H 5.150 -3.306 -4.345
H 3.503 -2.382 -5.659
C -1.396 -5.453 1.286
C -1.617 -4.848 -0.085
O -0.445 -4.169 -0.510
H -1.139 -4.676 2.013
H -2.292 -5.977 1.630
H -0.560 -6.160 1.267
H -2.439 -4.126 -0.057
H -1.862 -5.621 -0.820
H 0.277 -4.820 -0.540
C 2.513 2.823 -7.842
C 2.357 2.702 -6.340
O 3.586 3.010 -5.699
H 3.294 2.145 -8.203
H 1.576 2.584 -8.352
H 2.818 3.837 -8.120
H 2.074 1.682 -6.065
H 1.587 3.386 -5.970
H 3.824 3.921 -5.943
*
```

Entry 7:
DFT (ωB97M-V with the def2-TZVPD basis set) results for 2 unconnected molecules or ions with the total composition CHNO3 in a non-equilibrium geometry.

Relative energy (zero: lowest compared OMol25 entry of this formula, charge and spin), kJ/mol: 29.6
Frontier orbital gap, Ha: 0.337
Structure (SMILES): O=C=O.N=O
HOMO energy, eV: -9.74

```
! RIJCOSX wB97M-V def2-TZVPD def2/J DEFGRID3
* xyz 0 1
C -1.578 -0.404 -0.691
N 1.467 0.101 0.968
O -1.786 -1.145 0.115
O -1.328 0.364 -1.538
O 0.686 0.598 0.207
H 2.538 0.486 0.940
*
```

Entry 8:
DFT (ωB97M-V with the def2-TZVPD basis set) results for a molecular structure, C40H41N3OPRhSe2Te in a non-equilibrium geometry.

Relative energy (zero: lowest compared OMol25 entry of this formula, charge and spin), kJ/mol: 69.2
Frontier orbital gap (alpha / beta), Ha: 0.282 / 0.195
HOMO energy (alpha / beta), eV: -9.60 / -10.34

```
! RIJCOSX wB97M-V def2-TZVPD def2/J DEFGRID3
* xyz 1 6
Rh -0.347 2.577 0.145
Se 1.571 2.635 1.715
P 1.319 4.599 0.704
Se -0.763 5.133 0.312
C 2.279 4.758 -0.839
C 2.168 5.992 -1.475
C 2.926 6.250 -2.599
C 3.794 5.279 -3.081
C 3.887 4.048 -2.451
C 3.131 3.780 -1.323
C 2.128 5.840 1.774
C 1.419 6.858 2.387
C 2.087 7.749 3.210
C 3.450 7.611 3.417
C 4.153 6.575 2.818
C 3.493 5.685 1.993
H 1.489 6.739 -1.079
H 2.838 7.208 -3.089
H 4.403 5.482 -3.950
H 4.558 3.296 -2.837
H 3.213 2.824 -0.820
H 0.352 6.950 2.219
H 1.539 8.542 3.698
H 3.967 8.309 4.058
H 5.211 6.455 3.001
H 4.024 4.872 1.517
N -4.679 2.775 1.046
C -4.610 2.852 -0.314
C -3.309 2.610 -0.639
N -2.598 2.388 0.504
C -3.443 2.499 1.503
H -5.509 2.916 1.601
H -5.462 3.070 -0.923
H -2.837 2.587 -1.604
H -3.194 2.391 2.541
C -3.670 -6.475 4.011
C -3.058 -5.334 3.263
C -3.572 -4.930 2.040
C -3.030 -3.850 1.351
C -3.680 -3.362 0.097
C -1.908 -3.234 1.876
Te -0.849 -1.518 0.782
N -0.375 0.318 -0.204
C 0.571 0.523 -1.081
O 0.603 1.636 -1.686
C 1.634 -0.493 -1.307
C 2.393 -0.919 -0.222
C 3.433 -1.811 -0.415
C 3.698 -2.302 -1.684
C 2.927 -1.895 -2.760
C 1.912 -0.971 -2.583
C -0.763 -2.580 -1.059
C 0.068 -3.702 -1.092
C 0.833 -4.143 0.114
C 0.194 -4.412 -2.274
C -0.480 -4.039 -3.427
C -0.365 -4.835 -4.689
C -1.286 -2.912 -3.372
C -1.447 -2.174 -2.205
C -2.380 -1.002 -2.248
C -1.396 -3.574 3.124
C -0.244 -2.828 3.726
C -1.981 -4.635 3.799
H -4.628 -6.749 3.581
H -3.814 -6.219 5.058
H -3.014 -7.344 3.969
H -4.426 -5.441 1.618
H -4.746 -3.573 0.121
H -3.250 -3.853 -0.775
H -3.530 -2.286 0.001
H 2.206 -0.519 0.768
H 4.036 -2.119 0.425
H 4.509 -2.997 -1.835
H 3.130 -2.287 -3.745
H 1.326 -0.624 -3.421
H 1.377 -3.294 0.534
H 1.549 -4.915 -0.158
H 0.165 -4.548 0.877
H 0.831 -5.283 -2.289
H 0.340 -5.655 -4.577
H -0.033 -4.206 -5.513
H -1.335 -5.249 -4.962
H -1.816 -2.600 -4.261
H -3.368 -1.319 -2.586
H -2.016 -0.256 -2.958
H -2.476 -0.524 -1.271
H -0.438 -1.753 3.691
H 0.674 -3.033 3.171
H -0.090 -3.116 4.763
H -1.592 -4.922 4.765
*
```

Entry 9:
DFT (ωB97M-V with the def2-TZVPD basis set) results for a molecular structure, C34H40IN6O3PbSSe2.

Relative energy (zero: lowest compared OMol25 entry of this formula, charge and spin), kJ/mol: 195.9
Frontier orbital gap, Ha: 0.290
HOMO energy, eV: -15.62

```
! RIJCOSX wB97M-V def2-TZVPD def2/J DEFGRID3
* xyz 3 1
Pb 0.608 -0.470 -0.185
O 2.709 -3.221 -2.138
C 1.733 -2.504 -2.105
N 0.766 -2.502 -1.109
C 0.391 -3.697 -0.535
O 0.735 -4.796 -0.899
C -0.596 -3.588 0.613
C -1.121 -4.765 1.135
C -1.987 -4.691 2.210
C -2.272 -3.443 2.754
C -1.701 -2.328 2.168
N -0.901 -2.383 1.097
C 1.504 -1.448 -3.154
C 2.116 -1.555 -4.388
C 1.818 -0.602 -5.352
C 0.940 0.422 -5.034
C 0.407 0.470 -3.756
N 0.672 -0.449 -2.829
H -0.826 -5.705 0.690
H -2.412 -5.589 2.639
H -2.899 -3.343 3.631
H -1.855 -1.345 2.607
H 2.791 -2.378 -4.576
H 2.260 -0.662 -6.338
H 0.676 1.178 -5.760
H -0.257 1.277 -3.465
C -1.398 4.683 2.292
Se -0.824 2.910 1.723
C -1.459 2.016 3.371
C -0.238 1.655 4.199
Se 0.770 0.214 3.344
C 2.559 0.836 3.786
H -2.468 4.667 2.478
H -1.140 5.388 1.507
H -0.834 4.908 3.196
H -2.057 1.147 3.124
H -2.096 2.754 3.858
H -0.586 1.325 5.178
H 0.410 2.518 4.359
H 2.659 0.904 4.865
H 2.758 1.793 3.311
H 3.245 0.087 3.400
S 5.465 0.169 -1.249
C 4.038 -0.461 -0.568
N 2.943 0.210 -0.788
C 3.209 1.345 -1.552
C 2.279 2.312 -1.946
C 2.718 3.379 -2.698
C 4.068 3.503 -3.061
C 4.998 2.566 -2.669
C 4.552 1.485 -1.906
H 4.054 -1.383 -0.008
H 1.235 2.217 -1.667
H 2.017 4.139 -3.019
H 4.383 4.350 -3.654
H 6.039 2.668 -2.942
N 3.227 -3.628 0.786
C 2.723 -2.805 1.700
O 2.098 -1.760 1.423
C 2.968 -3.149 3.144
I 1.821 -4.848 3.723
H 3.016 -3.542 -0.211
H 3.641 -4.499 1.082
H 2.653 -2.325 3.772
H 4.011 -3.395 3.329
C -3.044 -0.970 -1.153
N -3.748 -0.667 0.137
C -5.245 -0.801 -0.006
C -3.265 0.583 0.846
C -3.109 1.826 0.006
C -3.986 2.106 -1.039
C -3.795 3.176 -1.899
C -2.690 3.995 -1.740
C -1.833 3.776 -0.673
C -2.063 2.732 0.219
H -3.435 -1.912 -1.531
H -1.980 -1.070 -0.950
H -3.238 -0.173 -1.863
H -3.464 -1.418 0.773
H -5.556 -0.393 -0.962
H -5.735 -0.284 0.814
H -5.486 -1.861 0.023
H -2.289 0.297 1.233
H -3.947 0.726 1.685
H -4.847 1.471 -1.203
H -4.502 3.358 -2.697
H -2.507 4.817 -2.419
H -0.990 4.445 -0.536
*
```

Entry 10:
DFT (ωB97M-V with the def2-TZVPD basis set) results for 2 unconnected molecules or ions with the total composition C5H9NO2P in a non-equilibrium geometry.

Relative energy (zero: lowest compared OMol25 entry of this formula, charge and spin), kJ/mol: 245.8
Frontier orbital gap (alpha / beta), Ha: 0.262 / 0.262
HOMO energy (alpha / beta), eV: -11.93 / -11.93

```
! RIJCOSX wB97M-V def2-TZVPD def2/J DEFGRID3
* xyz 1 1
C -2.697 -0.652 -0.100
C -2.542 0.753 -0.021
C -1.684 -1.564 -0.161
C -1.464 1.484 0.405
C 1.894 -0.345 0.815
N 1.957 -0.388 -0.669
O -0.409 -1.205 -0.155
O -0.205 1.124 0.746
P 0.112 -0.386 1.343
H -3.639 -1.226 -0.142
H -3.360 1.392 -0.244
H -1.752 -2.610 -0.242
H -1.533 2.533 0.503
H 2.514 -1.142 1.332
H 2.316 1.300 1.442
H 1.759 0.727 -0.816
H 1.028 -0.787 -0.935
H 2.722 -0.773 -1.196
*
```